1.
25
Properties=species:S:1:pos:R:3:nbo_charge:R:1 method="wB97M-V/def2-TZVPD" e_tot_ev=-14675.44853 relative_energy_ev=2.157 lumo_ev=3.0 total_charge=-1 molar_mass_da=165.2 homo_lumo_gap_ev=6.83 largest_force_ha_per_bohr=0.088
C 1.58 -0.91 2.10 -0.521
C 1.78 0.36 1.32 -0.612
C 2.25 -2.09 1.30 0.764
O 1.69 -2.54 0.33 -0.799
O 3.31 -2.48 1.76 -0.787
H 2.02 -0.99 3.13 0.201
H 0.48 -1.10 2.09 0.177
H 2.14 0.18 0.40 0.205
H 2.59 0.78 1.78 0.200
H 0.84 0.96 1.39 0.190
C -2.34 3.01 -2.49 -0.634
C -1.15 -0.36 0.08 -0.243
C -0.37 0.06 -1.02 -0.210
C -2.31 0.29 0.24 -0.204
C -0.61 1.16 -1.80 -0.223
C -2.63 1.39 -0.60 -0.241
C -1.92 1.80 -1.69 -0.036
H -0.75 -1.39 0.46 0.279
H 0.64 -0.39 -0.93 0.255
H -2.88 0.27 1.28 0.198
H 0.11 1.62 -2.53 0.204
H -3.56 1.91 -0.33 0.189
H -3.39 3.35 -2.40 0.216
H -1.97 2.84 -3.59 0.215
H -1.86 3.87 -2.04 0.216

***

2.
29
Properties=species:S:1:pos:R:3:nbo_charge:R:1 method="wB97M-V/def2-TZVPD" e_tot_ev=-64912.38861 relative_energy_ev=0.000 lumo_ev=-4.3 total_charge=+1 molar_mass_da=707.5 homo_lumo_gap_ev=6.37 largest_force_ha_per_bohr=0.009
Ti 0.80 -1.59 -0.46 0.557
Te -1.23 -2.81 -1.84 -0.069
Te 1.02 -2.40 -3.26 0.233
Te 2.59 -3.53 -1.31 0.306
Te 3.55 -1.19 -0.41 -0.091
C -0.74 1.90 -2.26 -0.719
C 0.38 1.43 -1.41 0.705
C 1.48 2.35 -1.01 -0.722
O 0.42 0.25 -1.05 -0.635
H -0.37 2.55 -3.05 0.257
H -1.39 2.51 -1.62 0.266
H -1.30 1.05 -2.65 0.257
H 1.08 3.35 -0.82 0.255
H 2.15 2.43 -1.87 0.275
H 2.02 1.97 -0.15 0.249
C 0.53 -2.56 1.38 -0.740
C -0.28 -1.36 1.61 -0.154
C -1.67 -1.34 1.34 -0.158
C -2.38 -0.16 1.42 -0.186
C -1.74 1.03 1.75 -0.198
C -0.38 1.04 1.98 -0.143
C 0.35 -0.14 1.88 -0.226
H 0.02 -3.51 1.35 0.254
H 1.48 -2.58 1.91 0.257
H -2.16 -2.27 1.12 0.234
H -3.45 -0.17 1.25 0.237
H -2.31 1.94 1.84 0.233
H 0.13 1.96 2.25 0.222
H 1.41 -0.14 2.09 0.243